1.
A cluster of 13 separate species, C47H86N2O27S3 in total in a non-equilibrium geometry, computed with wB97M-V/def2-TZVPD.

Geometry as XYZ:
```
165
Properties=species:S:1:pos:R:3
S -1.48089 3.12256 3.46730
S -0.32147 -2.12496 -3.86177
S 0.73191 4.84254 0.49142
O -1.35849 2.00419 -4.27359
O 1.32101 4.69806 1.82410
O 3.43112 -6.03989 2.43891
O -0.58215 5.48398 0.33983
O -5.11564 -0.27672 3.62466
O -2.89846 2.41687 3.72645
O 4.51834 1.66792 1.58214
O 6.06708 0.44037 2.61379
O 3.04275 -1.45837 0.04932
O -4.42528 -2.04455 -3.61897
O 1.13230 3.94027 -3.66631
O -4.44739 0.61363 5.56314
O 0.42642 -3.33808 -3.67889
O 1.77035 1.89693 -3.30131
O -1.12748 -2.29170 -5.23423
O -5.91139 -2.59585 -2.08960
O -3.13524 0.08326 -0.12192
O 4.73023 -2.95274 -2.61369
O 0.13413 -2.36294 4.49015
O -0.84643 2.46968 2.36283
O 5.23371 -1.91616 0.42168
O -1.92677 3.59382 -2.84507
O -1.93894 -2.01728 3.98478
O 1.81680 5.70936 -0.41024
O -0.80004 3.03830 4.69496
O -1.00034 0.41980 -0.66407
O -1.15217 -1.70300 -2.78065
N 2.23399 -4.13559 2.01465
N 3.45379 -4.41524 -3.71028
C 3.67219 -3.74990 -4.97631
C -4.68016 -0.40227 4.92690
C -0.06445 -1.51980 0.43430
C -4.66012 -2.32895 -2.51834
C 3.49094 -4.57602 -1.27280
C -2.23145 -1.35442 -5.46048
C -3.38059 1.63907 -2.81252
C -1.02552 -1.73070 4.67690
C 6.16194 0.00342 -0.71776
C -3.90680 2.32112 2.57826
C -4.81945 -2.58935 4.05480
C 0.40800 -0.93637 6.35199
C 3.26183 2.32460 1.93352
C -3.18011 -1.99963 -6.49813
C 4.53781 -3.98252 3.02504
C -2.91227 3.80327 -1.79236
C -1.37642 -1.21537 1.04686
C 3.21767 5.45989 -0.45702
C -5.20747 2.85002 3.01937
C 0.60337 4.70622 -4.79465
C 6.45844 -1.42759 -0.09871
C 4.21709 -1.21163 -0.18072
C 1.17577 -1.64921 5.15922
C -4.71335 -1.82833 5.40424
C 1.44037 2.71972 -4.13778
C -1.97822 -0.15956 0.04979
C 2.64632 1.32986 2.89666
C -5.92045 -3.23163 -0.75099
C 1.04038 -4.76499 1.46874
C 1.18145 2.56136 -5.62400
C 3.81714 0.70524 3.59638
C 4.73556 -0.12688 -1.14773
C 4.95446 0.90407 2.58198
C 4.04042 6.42636 0.33023
C 0.27553 -0.28659 -0.36063
C -4.46057 -3.76951 -0.62581
C 0.85188 -0.87987 -4.25215
C 0.60755 3.22989 -0.36944
C -4.03896 2.71106 -1.99264
C -3.67416 -2.71800 -1.41584
C 3.36637 -4.81573 2.41313
C 0.21610 3.72807 -5.85326
C -1.85519 4.82798 2.98846
C -2.14776 2.35958 -3.39894
C -5.41747 -1.59592 3.05401
C -0.88076 -0.57176 5.69537
C 3.97408 -3.92230 -2.54311
H -4.04756 1.18169 -3.59612
H 6.80022 0.15565 -1.56277
H 3.11324 -4.30924 -5.67528
H 1.95435 -2.38179 5.43760
H 1.50454 -0.79526 4.48519
H -5.87833 2.60510 2.18620
H 0.28344 3.53238 -1.39952
H 2.48918 -4.30148 -0.99033
H 2.72213 2.47579 1.00759
H 0.95400 -4.72357 0.36846
H -5.56739 2.36033 3.90765
H 4.66981 -0.57350 -2.15616
H -3.02283 0.78635 -2.31963
H 3.29737 -2.74546 -4.95491
H -3.82721 -1.97287 6.03679
H 0.22781 -0.03770 -4.60052
H -3.90189 -2.96025 3.64753
H -3.96143 1.28110 2.34538
H 7.31472 -1.43700 0.63759
H 2.10135 2.65511 -6.15382
H -6.06650 -2.49131 0.00743
H 6.15773 0.77660 0.07708
H -1.78164 -0.30860 6.26648
H -3.41960 -2.97656 -6.08675
H -4.05963 -3.74476 0.39233
H 2.02822 1.83621 3.62512
H -4.82778 -1.70625 2.13684
H 5.42390 -4.40850 2.63003
H -4.36766 -4.75464 -1.07878
H 4.72331 -3.76748 -5.20567
H 4.39014 -4.08355 4.10542
H -0.18891 5.25091 -4.30874
H -3.60652 -1.86966 -0.76055
H 4.49247 -2.93095 2.84341
H 2.36756 -3.11941 1.89803
H -0.76703 0.27593 4.97505
H -2.39945 5.37800 3.75716
H -2.71651 -2.19123 -7.44298
H -6.48799 -1.71766 2.76825
H 0.64746 -0.42947 -1.34925
H 3.41527 -5.65513 -1.35998
H -0.82118 3.48625 -5.77981
H 1.00304 -5.81316 1.76815
H -4.84278 3.16141 -2.53399
H 0.20496 -1.62598 7.20194
H 3.52653 3.29726 2.39173
H -2.45464 3.67676 -0.78259
H 0.78202 1.58799 -5.80248
H 3.92874 7.49468 -0.06913
H -1.28908 -0.64150 2.00081
H -3.37387 4.83134 -1.92898
H -3.45297 2.86513 1.79153
H 1.38065 5.47915 -5.09959
H 4.05470 1.06921 4.61952
H -0.87060 5.22261 2.86833
H 0.96173 -0.11279 6.74212
H -2.83586 -1.24749 -4.59307
H 1.97228 0.65193 2.34864
H 3.64381 6.49804 1.36372
H 0.87274 0.46848 0.22115
H -6.79140 -3.95864 -0.73364
H 3.69771 -0.38152 3.60330
H 0.21890 -4.13975 1.79058
H 5.11985 6.09342 0.39819
H -5.55920 -1.93732 6.08372
H 4.20301 -4.22653 -0.49730
H -0.10799 -2.41279 -0.22848
H 1.49340 2.63247 -0.33643
H 1.46200 -1.30832 -5.06117
H 6.74400 -2.09147 -0.94180
H -1.81894 -0.38686 -5.76917
H -5.47534 -3.44472 4.23804
H -5.22344 3.94285 3.17081
H -2.44813 4.80221 2.10567
H 3.40675 5.65885 -1.52354
H 3.43647 4.38425 -0.25148
H 1.41071 -0.51692 -3.40339
H 0.67405 -1.75177 1.14254
H 4.16787 0.79349 -0.98708
H 2.62426 -4.99664 -3.58225
H -4.35113 2.29115 -1.05674
H 0.27035 4.07362 -6.88535
H -4.05451 -1.37145 -6.47090
H -2.69524 -2.98973 -1.81034
H -2.11123 -2.09575 1.16861
H -0.26167 2.79613 0.11514
```

Multiplicity: 1
Charge: 0


2.
A cluster of 8 separate species, C47H89BBrN13O15P3S in total in a non-equilibrium geometry, computed with wB97M-V/def2-TZVPD.

Geometry as XYZ:
```
170
Properties=species:S:1:pos:R:3
Br -4.17680 7.44115 2.67360
S 1.14600 -6.70109 0.14821
P -4.51971 4.83002 -2.12908
P -2.81304 4.10996 -1.01263
P -3.94199 6.29897 0.74246
O -3.24438 7.50507 -0.36703
O -0.94921 6.45747 1.29688
O 1.41876 13.87216 2.92742
O -4.24746 6.36547 -2.98307
O 3.87578 -5.35730 0.08237
O 0.46262 6.67089 -1.36138
O -1.53658 -12.56392 -1.67684
O 4.47460 -14.14203 -3.09542
O 0.71918 -9.68689 -6.65389
O -1.57612 -2.93265 5.16428
O 0.51616 5.91837 3.27351
O 2.20142 14.34217 -2.27802
O -1.57644 -7.67545 -1.91303
O -6.05125 4.84960 -1.31198
O -4.71464 3.77367 -3.33750
N 2.44904 14.31406 4.95253
N -0.31488 2.99652 1.55898
N -0.67730 -9.30086 -3.29413
N 0.28424 -3.62887 6.35263
N 1.67403 -7.74181 -7.46799
N 0.84419 4.28187 -0.19570
N -4.09928 3.17666 2.34493
N 1.04180 12.34868 -2.08027
N 3.13248 -6.53791 -2.03500
N -0.50629 -12.12202 0.34827
N -1.22016 5.31062 0.78396
N 3.23287 -13.44585 -4.92060
N 4.40967 -6.01267 -2.28019
C 4.87792 -5.26851 -1.02785
C -2.82219 3.78288 1.98381
C -1.74513 -9.19360 -4.26654
C 1.36018 12.19820 -0.67552
C 2.71525 -14.77163 -5.18839
C 1.71675 14.64249 3.83142
C -2.21014 -0.12254 1.70796
C -3.45531 4.23393 4.64553
C -2.24520 1.30237 0.84904
C 0.04396 -4.13313 0.65511
C 1.76146 -6.78351 -8.54955
C -5.23699 3.06796 1.44025
C 1.64453 10.74342 2.33082
C -0.23223 4.23359 0.69239
C -6.39804 4.16814 1.93977
C -0.19580 -11.14927 1.37448
C 2.75954 15.28682 5.97874
C -0.70711 -8.49737 -2.17408
C -2.68309 4.86997 0.78603
C 0.74765 9.35886 2.46902
C 2.82964 -12.35151 -5.77826
C -1.23858 -11.79359 -0.77283
C 1.51560 13.45009 -2.76100
C -2.55670 -1.44819 0.80970
C -4.60421 4.18097 5.49119
C -2.10939 -2.76724 1.72933
C 0.84205 -8.83955 -7.52930
C 0.96385 -2.35814 6.20867
C -1.72650 2.52272 1.80713
C -0.48019 -3.00390 1.77154
C 0.23444 11.33563 -2.72654
C 1.23107 7.88081 1.86175
C 0.19452 6.60183 2.16718
C -2.30371 4.42892 3.44840
C 2.34055 5.07561 -2.32356
C 2.48645 -7.53888 -6.28640
C 2.66014 7.76541 1.07770
C 0.59467 -5.46843 1.45572
C 0.38980 -10.25041 -3.52949
C -0.96532 -3.78832 5.79213
C 3.08711 10.62350 1.56029
C 4.09324 -13.26375 -3.85872
C 0.93993 -4.69367 7.08204
C -0.03201 -13.48120 0.50654
C 2.92333 12.95489 5.11080
C 2.79806 -6.14590 -0.59179
C 3.55034 9.17021 0.94404
B 1.13228 5.37235 -1.19408
H -5.90717 5.07631 2.52786
H -1.77794 -8.16863 -4.64803
H -7.07967 4.53797 1.06320
H -0.61358 -10.16938 1.12758
H 0.13985 -2.02111 1.61363
H -0.73258 11.27742 -2.21892
H 0.20219 2.23511 1.06418
H 1.52244 3.46092 -0.18465
H -3.25236 1.48933 0.28835
H -4.20924 6.16810 -3.98313
H 3.01950 6.02245 -2.44626
H -1.41668 1.16663 0.00429
H -1.07845 -0.23074 2.06295
H -1.70416 2.03036 2.89766
H 1.84159 4.76702 -3.36289
H 0.89094 -11.06424 1.46364
H 1.49826 -5.18986 2.17127
H -3.73760 -1.54880 0.69760
H 0.15155 -8.66079 -1.50258
H 5.92404 -4.70137 -0.96055
H 2.16700 -15.12424 -4.30961
H 2.44748 12.16365 -0.55833
H 0.27101 -8.89641 -8.47036
H 1.93891 -2.38340 6.70282
H -1.54823 -10.73592 -0.79165
H -5.08039 3.05337 0.28944
H 2.34175 16.26671 5.73184
H -0.26900 -5.91492 2.12460
H -1.66184 4.55040 -1.81229
H -2.05306 -1.48409 -0.24600
H 0.91760 11.28204 -0.27511
H -2.44248 -2.57205 2.84941
H -0.85005 -4.40193 -0.05495
H 1.21485 13.46455 -3.82131
H -5.77245 2.02037 1.67086
H 1.09604 -2.14340 5.14398
H 3.56574 12.70067 4.26237
H 3.14154 -8.40481 -6.15145
H 0.96031 -3.68122 0.05520
H 3.75710 11.60256 1.48145
H -0.89049 -14.15951 0.51415
H 3.48517 12.84786 6.04270
H 1.40711 15.70016 3.81261
H 3.84628 15.37185 6.06789
H 0.61041 -13.73542 -0.34189
H 3.13486 -12.57571 -6.80433
H 1.13283 -4.35529 8.10403
H -0.17212 -3.43739 2.82391
H 2.05014 -14.75864 -6.05616
H -1.32048 3.93290 3.84213
H -1.38960 -4.79143 5.96143
H 2.79252 -6.75409 -8.91318
H -2.60533 -3.76355 1.35324
H -5.63424 4.48929 6.01136
H -6.34685 5.78830 -1.08441
H -1.58481 -9.88938 -5.09465
H 0.34637 -1.57158 6.65275
H -2.69728 -9.41775 -3.77632
H 1.74180 -12.24841 -5.73180
H 2.06485 12.27657 5.11841
H 0.31685 -5.59174 7.11273
H 0.07252 11.57472 -3.78120
H 1.12431 -10.22606 -2.71981
H 4.61770 9.15771 0.40894
H 1.47578 -5.79754 -8.17206
H 2.97967 4.17967 -1.92133
H 1.88640 -4.93007 6.58752
H 2.33767 14.94558 6.92838
H -7.10767 3.64130 2.74208
H -0.61767 -11.49051 2.32413
H -3.97848 2.22694 2.81249
H 1.29338 11.77508 2.80273
H -4.05541 7.90435 -0.80832
H 0.97410 13.06331 -0.12807
H 0.88527 -9.99892 -4.47154
H -0.03879 -11.25451 -3.59538
H 4.42528 -12.21874 -3.74642
H -2.10536 5.57228 3.40940
H 0.74837 10.37309 -2.65139
H 0.52983 -13.58822 1.43845
H 3.09020 -6.63247 -6.38373
H 3.29309 -11.41265 -5.46292
H 1.09770 -7.05842 -9.37389
H -0.54435 6.55993 -1.49508
H -2.85810 -0.03908 2.68779
H 3.55294 -15.44987 -5.37661
H -0.27707 9.48032 3.06130
H 3.05255 6.74693 0.65705
H 1.83153 -7.45320 -5.41411
```

Multiplicity: 1
Charge: +1


Calculated HOMO energy (eV), listed in the same order as above: -9.1 -9.7